# C90H196F12N4O10P3

11 unconnected molecules or ions with the total composition C90H196F12N4O10P3 (ωB97M-V/def2-TZVPD, the OMol25 dataset).

The largest force on an atom is 3.606 eV Å⁻¹. Its HOMO-LUMO gap is 7.18 eV.

Structure (ORCA input):
```
! wB97M-V def2-TZVPD RIJCOSX def2/J DEFGRID3
* xyz 3 1
C 26.7570 26.4448 25.0615
C 27.4855 26.1157 23.8378
C 26.6134 25.1622 22.9596
N 27.0400 25.0790 21.4975
C 28.4784 24.6996 21.3605
C 26.5136 26.3852 20.8356
C 25.1019 26.1598 20.4645
C 25.1430 24.6848 19.9708
C 26.1933 24.0349 20.8276
H 25.8064 26.8356 24.7968
H 27.2373 27.1706 25.6688
H 26.5891 25.5734 25.7492
H 28.4908 25.7823 24.1825
H 27.7395 27.0774 23.3189
H 25.6108 25.5421 22.9811
H 26.5522 24.1924 23.4154
H 29.1485 25.4311 21.7604
H 28.7383 24.4711 20.3172
H 28.5344 23.7700 21.9631
H 27.2200 26.5749 20.0138
H 26.7087 27.2558 21.4832
H 24.6332 26.8420 19.7256
H 24.6295 26.3078 21.3680
H 25.4326 24.7268 18.9278
H 24.2138 24.2021 20.0477
H 26.8374 23.4416 20.1508
H 25.7437 23.3576 21.5713
C 30.7002 14.3945 20.4970
C 29.8060 14.5639 21.7452
C 28.8591 15.6715 21.2443
N 27.5045 15.9643 22.0466
C 26.5954 14.7356 22.1190
C 26.7956 17.1218 21.3666
C 26.1635 18.0304 22.4354
C 26.5739 17.2560 23.7525
C 27.8512 16.4888 23.3898
H 31.4030 15.2553 20.4617
H 30.0971 14.2995 19.5476
H 31.4257 13.5428 20.5299
H 30.3521 14.8687 22.6272
H 29.3101 13.6368 21.9090
H 28.6051 15.5389 20.1674
H 29.4389 16.6049 21.3239
H 25.7600 14.7595 22.8774
H 27.1985 13.7997 22.2430
H 26.0903 14.6510 21.1654
H 26.0775 16.6962 20.7006
H 27.5284 17.6212 20.7308
H 25.0559 18.1931 22.4609
H 26.6381 19.0150 22.3505
H 25.7214 16.5835 23.8755
H 26.6674 17.9808 24.5722
H 28.0355 15.6360 24.0169
H 28.6741 17.2286 23.2993
C 20.2661 20.1256 19.8910
N 21.3686 20.6186 19.0070
C 21.1452 20.0878 17.6476
C 21.3010 22.1109 18.9241
C 22.7129 20.2655 19.5814
C 22.9881 20.4620 21.0476
O 23.0121 21.8378 21.5080
H 20.4020 20.6161 20.7835
H 20.4096 19.0324 20.0136
H 19.2817 20.3407 19.5490
H 20.1243 20.2839 17.4043
H 21.3327 19.0461 17.5133
H 21.7512 20.7262 16.9595
H 22.1008 22.5112 18.2841
H 21.3959 22.5526 19.9416
H 20.3185 22.3268 18.5481
H 23.4548 20.6703 18.8797
H 22.7243 19.1595 19.4937
H 23.9580 20.0106 21.1659
H 22.2793 19.8161 21.5741
H 23.0946 21.7965 22.4703
C 21.3492 16.4318 26.1176
N 22.4586 17.3836 25.6614
C 23.7186 16.8636 26.2099
C 22.5495 17.3923 24.1890
C 22.1120 18.7893 26.0727
C 20.9281 19.4524 25.3638
O 21.2462 20.2842 24.2755
H 21.1111 16.5521 27.1494
H 21.7893 15.4433 25.9956
H 20.4971 16.5809 25.4541
H 24.0518 16.0171 25.6074
H 23.6343 16.4792 27.2410
H 24.5240 17.6164 26.1289
H 22.7623 16.4110 23.7341
H 23.3447 18.1419 23.9021
H 21.6365 17.8567 23.7646
H 22.9802 19.4630 25.8470
H 21.9739 18.7691 27.1396
H 20.3420 19.9987 26.1660
H 20.2867 18.6360 25.0324
H 22.0054 20.9039 24.2910
C 18.7830 24.3115 21.4925
C 19.5055 24.0224 22.7762
C 20.5345 25.0668 23.1061
C 21.0823 24.9471 24.5738
P 20.8836 26.4882 25.5236
C 19.1046 26.8047 25.5344
C 18.2002 26.9446 24.2975
C 16.9133 27.7188 24.4752
C 16.9880 29.2671 24.6680
C 21.2611 26.4198 27.2465
C 22.7747 26.3355 27.7000
C 23.1613 25.1457 28.5620
C 22.6237 25.1274 30.0028
C 21.9306 27.6601 24.6133
C 21.8801 29.1505 25.0208
C 22.8843 30.0002 24.3361
C 22.9663 31.4007 24.8165
H 19.4315 24.5337 20.6644
H 18.0038 25.0780 21.6919
H 18.3131 23.4171 21.1574
H 20.1029 23.0901 22.7096
H 18.8347 23.7491 23.5533
H 20.2726 26.0932 23.0637
H 21.3433 24.9063 22.4192
H 22.1149 24.6113 24.5404
H 20.5973 24.1197 25.1574
H 18.9309 27.7207 26.2303
H 18.7765 25.9181 26.1340
H 17.9645 25.9786 23.8644
H 18.7177 27.5592 23.5299
H 16.5163 27.3438 25.3987
H 16.2449 27.4823 23.6433
H 17.4801 29.8030 23.8545
H 17.5875 29.5112 25.6236
H 16.0087 29.7331 24.8105
H 20.6712 25.6391 27.7280
H 20.7663 27.3101 27.6784
H 23.0553 27.2909 28.1023
H 23.3690 26.2430 26.8145
H 24.2228 25.2253 28.5130
H 22.9297 24.1897 28.0727
H 22.6302 24.0640 30.1721
H 21.6136 25.5674 29.9619
H 23.2957 25.6512 30.7108
H 21.6356 27.5762 23.5298
H 22.9622 27.2226 24.7405
H 22.1767 29.2104 26.1055
H 20.8400 29.4149 25.0121
H 22.7230 29.9835 23.2236
H 23.8010 29.4189 24.4321
H 23.5112 31.9956 24.1687
H 23.2726 31.5464 25.8605
H 21.9659 31.8224 24.8351
C 11.4010 16.7297 15.8921
C 12.8511 17.1731 16.0958
C 13.8187 16.4547 15.2077
C 15.2634 16.4929 15.6174
P 16.1481 18.0922 15.6409
C 15.4977 19.3174 16.7662
C 15.4030 18.8918 18.2401
C 15.6346 20.0762 19.1777
C 14.4228 21.0038 19.1601
C 17.9127 17.7523 16.0120
C 18.5909 16.5018 15.3819
C 20.0933 16.4509 15.6860
C 20.7540 15.1052 15.4629
C 15.9141 18.7398 13.9319
C 14.9755 19.9510 13.8083
C 15.1797 20.5218 12.3869
C 14.0112 21.3961 11.9042
H 10.7300 17.3886 16.4942
H 11.1616 15.6477 16.0898
H 11.0955 16.9130 14.8750
H 13.0977 17.1969 17.1623
H 12.7656 18.2172 15.7931
H 13.6865 16.9074 14.2272
H 13.5655 15.4089 15.2147
H 15.8517 15.9814 14.8672
H 15.3864 15.9337 16.6018
H 14.5101 19.5828 16.3577
H 16.2805 20.1213 16.6434
H 16.1443 18.1264 18.4172
H 14.4918 18.4167 18.4810
H 16.5415 20.5613 18.8436
H 15.7562 19.6486 20.1405
H 14.2675 21.3907 18.1709
H 14.5690 21.8527 19.8717
H 13.5589 20.5235 19.6325
H 17.9692 17.6134 17.1339
H 18.4775 18.6390 15.6949
H 18.3927 16.5613 14.3306
H 18.0801 15.6178 15.6490
H 20.3146 16.7650 16.6977
H 20.6016 17.1432 15.0349
H 20.2435 14.3389 16.0399
H 21.7017 15.1624 15.9854
H 20.8778 14.8897 14.3615
H 15.6247 17.7925 13.3830
H 16.9553 19.0353 13.7347
H 15.2776 20.7420 14.4915
H 13.9270 19.6375 13.9652
H 15.1020 19.6206 11.8072
H 16.1879 20.9473 12.2342
H 13.8074 22.2992 12.5414
H 13.0302 20.8177 11.8372
H 14.1289 21.7943 10.8869
C 37.1319 15.8248 13.0882
C 36.2716 16.8312 13.8927
C 34.7736 16.5314 13.7325
C 33.8744 17.4549 14.6982
P 32.1640 16.9135 14.6444
C 31.3065 17.9212 15.8497
C 30.4873 19.1464 15.4448
C 29.5697 19.6095 16.5490
C 30.2931 19.5743 17.9532
C 31.4713 17.1613 12.9897
C 30.0727 16.6224 12.9053
C 29.4040 16.6820 11.5141
C 27.9385 16.1755 11.5696
C 31.8973 15.2170 15.1318
C 32.3562 14.9421 16.5902
C 32.5373 13.4910 17.0060
C 33.4473 13.2886 18.1904
H 36.6957 15.9428 12.0301
H 37.2247 14.7626 13.3712
H 38.1542 16.1317 13.0101
H 36.6307 17.8082 13.4931
H 36.4549 16.8341 14.9573
H 34.6648 15.4116 13.8581
H 34.4504 16.7105 12.6937
H 33.9607 18.5020 14.3129
H 34.3146 17.4068 15.7240
H 32.1306 18.0160 16.5787
H 30.4914 17.3062 16.2407
H 29.8944 18.9416 14.5450
H 31.2090 19.9961 15.2815
H 28.7427 18.9947 16.6680
H 29.2276 20.6082 16.3987
H 29.7478 20.2687 18.6254
H 31.3048 19.9225 17.8894
H 30.3634 18.5028 18.2382
H 32.1935 16.6372 12.3456
H 31.5474 18.2359 12.6542
H 29.5154 17.0697 13.7542
H 30.2435 15.6098 13.2195
H 29.9259 16.0909 10.7363
H 29.3724 17.7258 11.1707
H 27.8097 15.1608 11.9672
H 27.6027 16.0522 10.5760
H 27.1751 16.8651 12.0969
H 32.4379 14.5327 14.4305
H 30.7603 15.0578 15.0635
H 31.4959 15.3210 17.2673
H 33.3193 15.4222 16.8153
H 32.9435 12.9562 16.1025
H 31.5664 12.9361 17.1702
H 33.0351 13.6627 19.1224
H 34.4100 13.7234 17.9984
H 33.5337 12.1972 18.3333
C 27.3850 16.2718 17.5422
O 26.0778 16.1278 18.2423
O 28.3098 16.6930 18.3864
C 27.7628 14.9158 16.9102
F 28.9003 15.1502 16.0877
F 28.0991 13.8418 17.7003
F 26.7312 14.4534 16.1441
C 25.2749 17.2589 17.9906
C 24.1386 16.7700 17.0987
H 24.5471 16.4512 16.1242
H 23.4886 16.0033 17.5240
H 23.4284 17.5915 16.9119
H 25.7861 17.9593 17.4522
H 24.9749 17.7112 18.9125
H 27.1307 16.9021 16.6193
C 24.2629 22.3751 24.8047
O 25.5360 22.4946 24.1147
O 23.4930 21.4396 24.2653
C 24.3753 22.1773 26.3056
F 24.8389 21.0328 26.7619
F 25.1074 23.1674 26.8723
F 23.1018 22.2834 26.8016
C 26.5113 21.5342 24.3307
C 27.6006 21.6935 23.3031
H 27.1722 21.9461 22.3256
H 28.2680 22.5273 23.6147
H 28.2783 20.8364 23.1334
H 26.0759 20.5173 24.2400
H 26.9442 21.5503 25.3670
H 24.0178 23.5148 24.7626
C 18.2479 21.8363 16.5625
O 16.9559 22.5425 16.5815
O 18.1682 20.6390 17.1132
C 18.5665 21.9019 15.0496
F 19.7424 21.1774 14.6831
F 17.5845 21.2580 14.4401
F 18.7097 23.1094 14.6001
C 16.8294 23.2784 17.7450
C 15.6305 24.1848 17.6977
H 15.7231 24.8130 16.8145
H 14.7669 23.5325 17.4376
H 15.5286 24.6969 18.6401
H 17.7540 23.8980 17.9223
H 16.7339 22.5864 18.6013
H 19.0151 22.4590 16.9491
C 24.1841 13.6674 24.1936
O 23.1490 12.6909 24.5860
O 23.7769 14.9135 24.0059
C 25.0598 13.4542 25.4866
F 24.2810 13.4471 26.6207
F 25.7071 12.3175 25.5814
F 25.9676 14.5025 25.5774
C 22.2832 12.4512 23.5411
C 20.8094 12.7479 23.9539
H 20.0581 12.4520 23.1907
H 20.6717 12.2934 24.9112
H 20.5891 13.8540 24.1591
H 22.4167 11.4597 23.0975
H 22.6327 13.1030 22.7075
H 24.8362 13.2400 23.3779
*
```


# C43H44N10O5PSSbSe4Ti

A molecular structure, C43H44N10O5PSSbSe4Ti (ωB97M-V/def2-TZVPD, the OMol25 dataset).

The largest force on an atom is 4.557 eV Å⁻¹. Its HOMO-LUMO gap (spin up / spin down) is 5.64 / 4.96 eV. As for the expectation value of S²: 0.7757.

Structure (ORCA input):
```
! wB97M-V def2-TZVPD RIJCOSX def2/J DEFGRID3
* xyz -1 2
Ti -0.6163 0.0413 0.3452
C 2.6079 2.6662 4.4803
C 2.2585 1.3142 4.5080
N 1.1041 0.8636 4.0182
C 0.3048 1.7818 3.4898
C 0.7733 3.0745 3.2806
N 1.9222 3.5219 3.7815
C -1.0916 1.4845 3.0536
C -2.1319 2.2190 3.5614
C -3.4818 1.9270 3.3455
C -3.8497 0.7856 2.6090
C -2.7144 0.1087 1.9953
N -1.3792 0.5441 2.1258
C -2.8717 -1.1148 1.3749
C -4.1237 -1.7377 1.0799
N -4.1286 -2.9375 0.6578
C -2.9973 -3.6167 0.3746
C -1.8717 -2.8795 0.3558
N -1.7429 -1.6409 0.8573
C -4.4568 2.8596 3.7971
C -5.7637 2.4540 4.1002
C -6.7177 3.4387 4.4317
N -6.3876 4.7260 4.5960
C -5.1009 5.0596 4.3768
C -4.0961 4.1899 3.9077
H 3.5230 2.9998 4.9423
H 2.8600 0.5771 5.0429
H 0.1429 3.7607 2.6990
H -1.8550 3.0412 4.1733
H -4.8328 0.5701 2.3253
H -5.0719 -1.2012 1.2417
H -3.0524 -4.6907 0.1496
H -0.9572 -3.1516 -0.1416
H -6.0225 1.3831 3.8909
H -7.7577 3.1908 4.5925
H -4.9452 6.1563 4.5216
H -3.0974 4.4953 3.6833
O -2.2942 2.7973 -2.2835
S -2.2895 2.0132 -1.1055
O -1.4827 2.3274 0.0928
N -1.8566 0.4578 -1.3574
C -1.6173 -0.0055 -2.6870
C -2.4154 0.2096 -3.8057
C -2.0951 -0.4186 -5.0182
C -0.9142 -1.1502 -5.1355
C -0.1307 -1.4407 -4.0050
C 1.0284 -2.2983 -3.9879
C 1.5694 -2.6354 -2.7877
C 1.1051 -1.9369 -1.5897
N 0.0849 -1.1512 -1.6083
C -0.5187 -0.8779 -2.7874
C -3.9491 2.0971 -0.5305
C -4.2936 3.0695 0.3833
C -5.5977 3.2231 0.6882
C -6.6036 2.3119 0.2194
C -6.2428 1.3260 -0.6952
C -4.8956 1.2671 -1.0267
H -3.2689 0.8487 -3.6751
H -2.6854 -0.2570 -5.8744
H -0.7185 -1.5330 -6.1551
H 1.2699 -2.6560 -4.9721
H 2.3714 -3.3718 -2.7398
H 1.5818 -2.0193 -0.6232
H -3.5162 3.6444 0.8554
H -5.9275 3.8840 1.4510
H -7.6914 2.4307 0.4785
H -6.9274 0.5230 -1.0136
H -4.5965 0.4616 -1.7195
Se 0.7683 5.7697 -0.3327
Sb 3.0368 5.3441 -0.9332
Se 1.5653 0.6119 0.6841
Se 3.6895 5.1464 -3.2389
Se 4.8045 6.0984 0.4953
C 6.5962 -3.9277 -2.8099
C 5.6439 -4.6879 -1.9120
O 5.6773 -4.2377 -0.5606
P 4.5580 -3.0240 -0.1143
O 3.1382 -3.7155 -0.2401
C 2.6798 -4.9498 0.3086
C 1.1305 -4.8785 0.2462
O 4.8907 -3.3020 1.4506
C 4.5469 -2.2698 2.4005
C 3.5615 -2.7717 3.3842
H 6.4928 -4.3121 -3.8166
H 7.6018 -4.1337 -2.4635
H 6.4635 -2.8723 -2.8695
H 5.8428 -5.7462 -1.8528
H 4.6313 -4.6042 -2.2865
H 3.0309 -5.0170 1.3716
H 3.0394 -5.8055 -0.3269
H 0.7335 -4.0571 0.8545
H 0.6152 -5.7961 0.5625
H 0.9274 -4.5501 -0.7855
H 4.1617 -1.3813 1.9181
H 5.4943 -2.0198 2.8842
H 2.6343 -3.1059 2.8603
H 3.1630 -1.9517 4.0855
H 3.8520 -3.6195 3.9495
C 2.5159 1.6208 -2.6675
C 3.4523 1.2152 -3.7519
N 3.2543 0.4218 -4.7898
C 4.4331 0.4619 -5.5257
C 5.3102 1.3444 -4.9304
N 4.7057 1.7901 -3.8231
H 1.8438 2.4836 -2.9431
H 3.0857 1.8680 -1.7413
H 1.8100 0.8305 -2.3371
H 4.5652 -0.0605 -6.5134
H 6.2489 1.7461 -5.1828
H 4.9397 2.6397 -3.3158
*
```


# C5H9NO

C5H9NO in the gas phase (ωB97M-V/def2-TZVPD, the OMol25 dataset).

The largest force on an atom is 0.985 eV Å⁻¹. Its HOMO-LUMO gap is 9.09 eV.

Structure (ORCA input):
```
! wB97M-V def2-TZVPD RIJCOSX def2/J DEFGRID3
* xyz 0 1
C -1.1967 1.5116 1.6736
C -0.6327 0.3183 0.9128
C -0.8295 -0.8599 -0.8197
N 0.5091 -0.5087 -0.7767
C 1.6280 -1.1555 -1.4019
C 0.5895 0.5352 0.1201
O 1.4162 1.4304 0.1425
H -1.0774 2.4336 1.0965
H -0.6600 1.6654 2.6315
H -2.2477 1.3527 1.9242
H -0.7036 -0.6158 1.4552
H -0.9967 -1.9481 -0.9995
H -1.5536 -0.2192 -1.3106
H 2.5236 -0.7756 -0.9037
H 1.5544 -2.2452 -1.2775
H 1.6772 -0.9193 -2.4666
*
```


# C8H23ClI2NO2P2Ru

A molecular structure, C8H23ClI2NO2P2Ru (ωB97M-V/def2-TZVPD, the OMol25 dataset).

The largest force on an atom is 5.440 eV Å⁻¹. Its HOMO-LUMO gap (spin up / spin down) is 6.65 / 5.62 eV. As for the expectation value of S²: 8.7618.

Structure (ORCA input):
```
! wB97M-V def2-TZVPD RIJCOSX def2/J DEFGRID3
* xyz 2 6
I 0.1165 -0.7485 -4.1397
I 0.1468 1.9596 -4.5424
Ru 0.1597 0.1427 0.6143
P -1.7132 1.1204 0.0233
C -2.1064 0.8825 -1.7173
C -2.9087 0.0866 0.9592
H -3.8071 0.6647 1.1951
H -3.3031 2.8718 0.5769
H -2.4338 -0.2326 1.8927
H -1.7119 3.1073 1.3747
H -1.6559 -0.0583 -2.0701
H -3.1886 -0.7879 0.3627
C -2.2098 2.8243 0.4382
H -3.1932 0.8527 -1.8883
H -1.9098 3.5037 -0.3704
H -1.6492 1.6855 -2.3108
P 1.9634 1.2281 0.0046
C 2.4508 0.9523 -1.7005
C 2.5328 2.8835 0.4882
H 2.4096 -0.2643 1.8620
H 3.8978 0.5837 1.3478
H 3.2854 -0.8026 0.3875
C 3.0021 0.0633 0.9950
H 1.9985 3.1724 1.4015
H 3.6153 2.8839 0.6866
H 3.5404 0.9170 -1.8043
H 2.0245 1.7357 -2.3415
H 2.3118 3.6018 -0.3126
H 2.0089 0.0005 -2.0327
Cl 0.1434 1.3092 2.5899
N -0.8758 -4.2249 1.5939
C -0.1394 -3.9897 0.2928
C 0.0709 -2.5044 0.2109
O -0.4112 -1.8730 1.2107
O 0.6464 -1.9173 -0.7384
H -0.4055 -3.7414 2.3739
H -0.9730 -5.2184 1.8051
H -1.8233 -3.8164 1.5509
H 0.8279 -4.5023 0.2779
H -0.7342 -4.3512 -0.5469
*
```